A | 7 unconnected molecules or ions with the total composition BrH12O6, computed with ωB97M-V/def2-TZVPD.

Geometry as XYZ:
```
19
BrH12O6 (ωB97M-V/def2-TZVPD)
Br -16.393 21.933 -22.904
O -22.053 24.341 -23.323
O -19.086 19.602 -27.140
O -18.866 18.192 -19.309
O -14.591 24.488 -27.129
O -13.131 17.642 -21.481
O -10.974 23.938 -22.689
H -11.029 24.536 -21.944
H -11.792 23.441 -22.658
H -13.765 18.327 -21.693
H -13.671 24.258 -27.258
H -19.786 18.453 -19.342
H -19.822 19.564 -26.528
H -13.400 17.325 -20.619
H -21.110 24.269 -23.471
H -14.849 24.012 -26.340
H -18.705 20.469 -27.004
H -22.138 25.000 -22.634
H -18.474 18.597 -20.084
```

## Properties
total charge = -1
HOMO energy = -0.1518 Eh
orbital gap = 7.20 eV

***

B | 7 unconnected molecules or ions with the total composition BrH12O6, computed with ωB97M-V/def2-TZVPD.

Geometry as XYZ:
```
19
BrH12O6 (ωB97M-V/def2-TZVPD)
Br 9.446 -7.363 11.477
O 12.463 -9.345 12.000
O 8.606 -8.283 8.231
O 8.598 -3.945 10.809
O 7.529 -10.000 13.133
O 7.591 -7.065 14.313
O 11.108 -5.775 9.031
H 6.827 -9.502 13.561
H 8.132 -9.302 12.823
H 11.229 -4.853 9.282
H 8.698 -4.912 10.867
H 7.736 -8.543 7.912
H 8.284 -7.368 14.907
H 8.045 -6.969 13.446
H 10.700 -6.187 9.822
H 7.839 -3.817 10.233
H 12.841 -9.571 11.145
H 11.989 -8.515 11.838
H 8.436 -7.858 9.092
```

## Properties
total charge = -1
HOMO energy = -0.2134 Eh
orbital gap = 9.30 eV

***

C | 7 unconnected molecules or ions with the total composition BrH12O6, computed with ωB97M-V/def2-TZVPD.

Geometry as XYZ:
```
19
BrH12O6 (ωB97M-V/def2-TZVPD)
Br -0.185 0.109 0.612
O 1.751 2.335 2.193
O -3.529 -0.385 0.145
O -1.019 3.583 -0.881
O 0.234 -1.721 -2.365
O 2.791 -0.188 -0.807
O 0.362 -3.325 1.125
H 0.384 -0.921 -1.861
H -0.530 -2.125 -1.953
H -2.593 -0.311 0.331
H -1.362 4.285 -0.327
H 2.001 3.048 1.604
H -3.710 -1.324 0.195
H -0.386 -3.886 0.920
H 1.910 -0.285 -0.446
H 1.276 1.719 1.636
H 0.175 -2.501 0.675
H 3.254 -0.978 -0.527
H -0.822 2.872 -0.272
```

## Properties
total charge = -1
HOMO energy = -0.2130 Eh
orbital gap = 8.98 eV

***

Which is most stable, and by how much? B, by 11.2 kJ/mol.

***

A | 2 unconnected molecules or ions with the total composition C3H9NO2, computed with ωB97M-V/def2-TZVPD.

Geometry as XYZ:
```
15
C3H9NO2 (ωB97M-V/def2-TZVPD)
O -0.276 -1.738 0.354
O 0.125 0.134 2.210
N 1.075 -0.881 -1.278
C -1.192 -0.069 -1.033
C 0.531 1.257 1.475
C -0.095 -1.030 -0.637
H -1.093 0.438 -2.002
H 1.041 -0.450 -2.189
H 1.807 -1.536 -1.044
H 1.097 1.868 2.160
H -1.343 0.666 -0.245
H -2.162 -0.575 -1.080
H -0.274 -0.594 1.618
H 1.123 0.804 0.650
H -0.363 1.705 1.040
```

## Properties
total charge = +1
HOMO energy (spin up / spin down) = -0.5596 / -0.5569 Eh
⟨S²⟩ = 0.754
2S+1 = 2
orbital gap (spin up / spin down) = 11.94 / 5.60 eV

***

B | 2 unconnected molecules or ions with the total composition C3H9NO2, computed with ωB97M-V/def2-TZVPD.

Geometry as XYZ:
```
15
C3H9NO2 (ωB97M-V/def2-TZVPD)
O -0.760 -1.044 -0.015
O -1.276 0.722 1.167
N 1.692 0.293 0.631
C -2.966 -0.181 -0.262
C -1.573 -0.186 0.348
C 2.462 0.015 -0.612
H 2.130 -0.084 1.507
H 1.963 0.498 -1.469
H 3.418 0.402 -0.560
H -3.709 0.071 0.488
H -3.027 0.571 -1.075
H 1.640 1.279 0.768
H 2.519 -1.117 -0.706
H 0.689 -0.112 0.501
H -3.200 -1.128 -0.712
```

## Properties
total charge = +1
HOMO energy (spin up / spin down) = -0.5762 / -0.5624 Eh
⟨S²⟩ = 0.755
2S+1 = 2
orbital gap (spin up / spin down) = 12.29 / 7.39 eV

***

Which is most stable, and by how much? B, by 117.2 kJ/mol.

***

A | 3 unconnected molecules or ions with the total composition C2H10O2S2, computed with ωB97M-V/def2-TZVPD.

Geometry as XYZ:
```
16
C2H10O2S2 (ωB97M-V/def2-TZVPD)
S -0.615 -1.081 -0.111
S 0.620 0.163 -1.160
O 3.271 -0.934 0.826
O -1.743 1.513 2.239
C -2.144 -0.674 -1.045
C 0.725 1.665 -0.120
H -0.254 2.136 0.011
H 1.107 1.396 0.865
H -1.927 -0.817 -2.100
H 2.778 -0.274 0.319
H 1.383 2.339 -0.667
H -2.519 0.309 -0.768
H -2.007 1.228 1.359
H -2.015 0.843 2.861
H -2.886 -1.407 -0.724
H 2.568 -1.354 1.324
```

## Properties
HOMO energy = -0.3401 Eh
orbital gap = 9.64 eV

***

B | 3 unconnected molecules or ions with the total composition C2H10O2S2, computed with ωB97M-V/def2-TZVPD.

Geometry as XYZ:
```
16
C2H10O2S2 (ωB97M-V/def2-TZVPD)
S -0.063 1.119 -3.114
S 1.240 0.656 -1.569
O -1.496 -0.844 1.805
O -0.272 -2.073 -0.530
C 1.110 0.939 1.162
C 0.321 1.258 -0.119
H 2.083 1.442 1.156
H -0.640 0.790 -0.072
H -0.756 -2.508 -1.200
H -0.835 -0.023 -3.071
H 0.304 -1.435 -0.985
H 1.282 -0.105 1.261
H 0.214 2.374 -0.210
H 0.507 1.249 2.045
H -1.879 -1.489 2.390
H -1.121 -1.349 1.051
```

## Properties
HOMO energy = -0.3495 Eh
orbital gap = 9.87 eV

***

C | 3 unconnected molecules or ions with the total composition C2H10O2S2, computed with ωB97M-V/def2-TZVPD.

Geometry as XYZ:
```
16
C2H10O2S2 (ωB97M-V/def2-TZVPD)
S 0.089 0.281 -1.122
S 1.614 -1.112 -0.819
O 2.489 4.118 0.859
O -3.294 2.561 -1.490
C 0.855 -2.636 -0.175
C 0.013 -2.597 1.133
H -0.827 0.053 -0.097
H 2.662 4.899 1.394
H -3.590 2.437 -2.403
H 0.265 -3.141 -0.923
H 0.118 -1.504 1.501
H 1.653 -3.291 0.063
H 0.270 -3.233 1.974
H -1.080 -2.751 0.978
H -2.814 1.704 -1.422
H 1.576 4.212 0.550
```

## Properties
HOMO energy = -0.3126 Eh
orbital gap = 8.72 eV

***

Which is most stable, and by how much? B, by 35.5 kJ/mol.

***

A | C18H20N2OS in the gas phase, computed with ωB97M-V/def2-TZVPD.

Geometry as XYZ:
```
42
C18H20N2OS (ωB97M-V/def2-TZVPD)
S 2.445 -2.215 -1.629
O -2.735 3.438 0.449
N 1.206 -2.658 0.529
N 1.188 2.161 1.047
C 1.941 -0.354 0.367
C 3.559 -2.180 0.826
C -0.682 -5.457 -1.091
C -0.401 -4.420 -0.198
C 0.922 -4.416 -2.610
C -1.053 1.818 0.004
C 2.293 -1.841 0.119
C 0.262 1.409 0.316
C -1.981 1.039 -0.874
C 0.759 0.117 -0.075
C 0.827 3.351 1.535
C 0.032 -5.454 -2.344
C -0.452 3.816 1.376
C 0.670 -3.556 -0.300
C 1.246 -3.503 -1.508
C -0.977 4.980 2.266
C -3.084 4.536 -0.429
C -1.415 3.093 0.610
H -1.318 5.794 1.667
H 0.048 -0.572 -0.586
H 0.471 -2.313 1.220
H -1.407 -6.248 -0.809
H 1.316 -4.313 -3.626
H -3.057 4.326 -1.539
H -2.435 0.096 -0.374
H -4.197 4.584 -0.166
H -0.035 5.446 2.728
H -2.662 5.497 -0.071
H 4.221 -1.570 0.297
H -1.299 0.800 -1.752
H -1.026 -4.281 0.679
H -1.672 4.625 3.047
H 3.472 -2.058 1.900
H 1.565 3.970 2.044
H 3.782 -3.240 0.461
H -0.146 -6.229 -3.090
H -2.840 1.637 -1.243
H 2.646 0.342 0.824
```

## Properties
HOMO energy = -0.2682 Eh
orbital gap = 7.56 eV

***

B | C18H20N2OS in the gas phase, computed with ωB97M-V/def2-TZVPD.

Geometry as XYZ:
```
42
C18H20N2OS (ωB97M-V/def2-TZVPD)
S 1.357 3.115 -0.410
O 2.801 -2.232 0.574
N -0.083 1.253 0.927
N -1.155 2.179 -0.802
C -3.228 -0.654 1.267
C -0.730 -2.789 0.076
C -0.951 -2.292 -1.198
C -5.304 -0.568 -0.127
C -3.914 -0.096 0.180
C -3.312 0.879 -0.597
C 1.386 -1.743 -1.374
C 3.849 -0.017 0.670
C 0.112 -1.779 -1.916
C 2.622 2.199 0.533
C -2.027 1.265 -0.260
C 0.531 -2.745 0.631
C 1.604 -2.208 -0.082
C -1.333 0.693 0.829
C 2.838 0.833 -0.094
C 3.902 -1.459 0.147
C -0.019 2.117 -0.043
C -1.946 -0.280 1.607
H 4.770 -1.966 0.580
H 2.252 2.113 1.553
H 3.166 0.958 -1.129
H 4.010 -1.470 -0.943
H -3.732 -1.407 1.855
H 2.193 -1.343 -1.968
H 1.877 0.319 -0.090
H -1.943 -2.304 -1.624
H -5.709 -0.054 -0.996
H -0.043 -1.399 -2.916
H -1.549 -3.204 0.643
H 4.846 0.421 0.592
H -1.429 -0.719 2.445
H 3.571 -0.051 1.725
H -5.307 -1.639 -0.325
H -1.309 2.786 -1.589
H 0.718 -3.118 1.626
H -5.963 -0.387 0.721
H 3.517 2.819 0.503
H -3.828 1.324 -1.436
```

## Properties
HOMO energy = -0.2859 Eh
orbital gap = 8.39 eV

***

Which is most stable, and by how much? B, by 339.7 kJ/mol.